{"formula": "C46H40Cl3FGaIN6O8S", "method": "ωB97M-V/def2-TZVPD", "multiplicity": 1, "homo_energy_ev": -7.61, "relative_energy_kcal_mol": 97.34, "homo_lumo_gap_ev": 7.02, "species": ["Ga", "O", "C", "O", "C", "C", "C", "C", "C", "C", "O", "N", "O", "O", "N", "O", "O", "H", "H", "C", "C", "C", "C", "C", "C", "C", "C", "C", "C", "C", "C", "N", "C", "C", "C", "C", "C", "C", "F", "H", "H", "H", "H", "H", "H", "H", "H", "H", "H", "H", "H", "H", "H", "H", "H", "H", "H", "H", "H", "H", "I", "C", "C", "C", "C", "N", "C", "H", "H", "H", "H", "Cl", "C", "C", "C", "C", "C", "C", "N", "C", "C", "N", "C", "O", "C", "C", "C", "Cl", "S", "C", "C", "C", "Cl", "C", "H", "H", "H", "H", "H", "H", "H", "H", "H", "H", "H", "H", "H"], "coordinates": [[1.02376, -0.71385, -0.14428], [1.16401, -1.96616, 3.40723], [1.51594, -1.11705, 2.60471], [0.74489, -0.49666, 1.73091], [2.98613, -0.60795, 2.56441], [3.73399, -0.80602, 3.73215], [5.02857, -0.23470, 3.65255], [5.57331, 0.51448, 2.55760], [4.79082, 0.52114, 1.44155], [3.47627, -0.02447, 1.37557], [2.92490, -0.06059, 0.19799], [5.57065, 1.08113, 0.27008], [6.79754, 1.08483, 0.37973], [4.88059, 1.57146, -0.66212], [5.82525, -0.47222, 4.79554], [6.94098, 0.11183, 4.89589], [5.38534, -1.30696, 5.63450], [3.29440, -1.25982, 4.58351], [6.60420, 0.80553, 2.69864], [3.93555, -2.88895, -2.36126], [3.62889, -1.94473, -3.50648], [4.23258, -0.55401, -3.22819], [2.10455, -1.99815, -3.73923], [1.80322, -3.06373, -4.64027], [0.54388, -3.41836, -5.03330], [-0.47035, -2.54281, -4.59849], [-0.26980, -1.36279, -3.90221], [-1.43115, -0.40192, -3.92899], [-1.39700, 1.03891, -3.53505], [-2.68529, -1.09184, -3.39726], [1.01871, -1.16380, -3.25115], [1.28356, -0.21070, -2.19353], [1.65519, 1.11110, -2.41473], [1.98221, 1.67340, -3.69669], [2.23308, 2.97644, -3.94148], [2.18027, 3.89198, -2.88830], [1.84003, 3.46564, -1.60826], [1.60583, 2.12346, -1.37620], [1.05115, 1.82745, -0.11953], [5.00619, -3.13310, -2.30343], [3.32428, -3.85346, -2.49410], [3.70312, -2.43742, -1.38616], [4.07287, -2.44203, -4.40582], [3.92093, -0.24782, -2.22382], [3.93551, 0.20668, -3.87673], [5.32015, -0.53929, -3.20926], [2.64481, -3.65249, -4.98877], [0.42206, -4.30331, -5.69429], [-1.51662, -2.78439, -4.89231], [-1.70685, -0.40686, -4.97017], [-1.11513, 1.19891, -2.47176], [-2.43838, 1.42882, -3.63644], [-0.67014, 1.65026, -4.14500], [-2.74771, -2.20582, -3.62270], [-3.52379, -0.56059, -3.86204], [-2.71493, -0.98881, -2.24978], [2.07590, 0.96097, -4.53858], [2.44391, 3.48896, -4.94726], [2.43944, 4.95586, -3.00805], [1.60697, 4.16490, -0.84104], [-0.86252, -6.49308, -1.75644], [0.45609, -5.30135, -0.57783], [1.24864, -5.96087, 0.37671], [2.15348, -5.18341, 1.07572], [2.16419, -3.81099, 0.86001], [1.40632, -3.15635, -0.05788], [0.55844, -3.89634, -0.76328], [1.11580, -7.01804, 0.55075], [2.73144, -5.67981, 1.88783], [2.77835, -3.09698, 1.34567], [-0.05208, -3.42184, -1.52060], [-8.10999, 6.29997, 0.61820], [-6.89226, 5.35412, 1.33900], [-7.32988, 4.43576, 2.26391], [-6.44721, 3.40672, 2.60822], [-5.14607, 3.37721, 2.05374], [-4.31059, 2.16598, 2.30196], [-4.34439, 1.19603, 1.09986], [-3.21255, 0.29398, 1.04885], [-3.14948, -1.11009, 1.30313], [-2.06794, -1.58611, 0.65265], [-1.37449, -0.51475, 0.13526], [-2.04798, 0.60303, 0.40201], [-4.78172, 1.39494, 3.41137], [-4.24732, 1.92024, 4.70349], [-2.88938, 1.41748, 4.98739], [-1.87916, 2.13285, 5.56805], [-1.91661, 3.79322, 5.84527], [-0.44942, 1.14546, 5.77967], [-1.16927, -0.14863, 5.03768], [-2.44165, 0.15117, 4.55545], [-4.72059, 4.45673, 1.30476], [-3.04862, 4.64400, 0.87383], [-5.60318, 5.42182, 0.80855], [-8.36551, 4.30932, 2.56060], [-6.79035, 2.56421, 3.19233], [-3.27719, 2.46395, 2.45560], [-4.39686, 1.81566, 0.14768], [-5.25264, 0.56527, 1.27087], [-4.01514, -1.68197, 1.67158], [-1.79283, -2.62283, 0.54848], [-1.61853, 1.58659, 0.13232], [-4.88062, 1.55419, 5.52227], [-4.27397, 3.00358, 4.69557], [-0.61746, -1.04655, 4.85386], [-3.10162, -0.56241, 4.04013], [-5.32488, 6.22840, 0.19765]], "forces_ev_per_a": [[1.07, 1.19, -0.72], [-0.05, 0.72, -0.59], [1.44, 0.39, 0.00], [-0.38, -1.02, -0.27], [-1.88, -1.12, 0.92], [1.11, 2.18, -3.17], [-0.89, 0.22, -0.03], [-1.34, -2.57, 2.53], [1.73, 0.78, -0.59], [0.96, 0.09, -1.04], [-1.34, -0.93, 0.22], [-1.81, 1.02, -0.92], [-1.66, 0.07, -0.84], [2.26, -1.07, 1.85], [2.19, -0.58, 2.38], [-2.44, -1.30, -0.03], [1.31, 1.89, -1.44], [0.01, -0.41, 0.51], [-0.17, 0.34, -0.52], [-0.21, -1.40, 0.59], [-0.12, 0.35, 0.10], [0.22, -1.31, 1.44], [-1.06, -0.04, -0.88], [0.72, 0.50, 0.71], [-0.49, 0.49, 0.42], [-0.92, -1.23, -1.34], [2.04, 0.33, 1.61], [-0.93, -1.49, -0.51], [0.59, 1.38, 0.73], [-0.46, -0.68, 2.09], [1.13, -0.76, -1.27], [-0.71, -0.43, 1.68], [-0.34, 1.89, 0.56], [-0.21, -3.05, -0.19], [0.53, 3.28, -0.59], [0.30, 0.61, 0.48], [-0.15, -0.94, -0.86], [-0.66, -0.78, -1.12], [0.25, -0.57, -0.87], [-0.22, -0.06, -0.19], [1.02, 1.23, 0.37], [-0.24, -0.07, -0.24], [-0.27, 0.83, 0.51], [0.06, 0.04, -0.14], [-0.52, 0.96, -1.24], [0.16, -0.39, -0.10], [-0.02, 0.00, -0.03], [-0.36, 0.82, 0.68], [0.99, 0.35, -0.11], [0.39, 0.31, -0.88], [-0.12, -0.19, -0.53], [0.83, -0.04, -0.14], [-0.91, -0.63, 0.56], [0.00, 1.63, 0.24], [-0.23, -0.35, 0.45], [-0.23, -0.12, -1.56], [-0.36, 0.37, 0.57], [-0.24, -1.61, 1.34], [-0.34, -0.63, -0.21], [0.21, 0.39, 0.64], [0.43, 0.68, 0.40], [0.07, 0.13, -0.09], [-0.72, 1.01, -1.00], [0.07, -0.14, 1.08], [-0.20, 0.77, -0.84], [-0.59, -0.15, 0.39], [-0.32, -1.71, -0.33], [0.17, -0.04, 0.01], [-0.21, 0.84, -0.80], [0.85, -0.08, 0.92], [-0.01, 0.17, -0.06], [-0.67, 1.07, -0.41], [-0.08, 0.00, -0.74], [0.79, -1.73, 0.29], [0.40, 0.55, -1.07], [-1.32, -0.11, 1.16], [0.44, -0.94, 0.30], [-1.03, 0.62, 0.14], [1.57, -0.90, -0.24], [-2.00, 0.83, -0.88], [0.01, 0.85, 0.41], [1.33, 0.12, -0.44], [0.53, -1.29, -0.26], [0.86, 0.86, 1.31], [-0.86, -0.55, -0.86], [0.95, 0.23, -0.94], [0.35, -1.28, -0.19], [0.12, 0.87, 0.51], [-0.07, 1.69, 0.55], [-1.80, -0.46, -1.65], [0.51, -1.45, 1.09], [-0.10, 0.72, -0.90], [0.19, -0.29, -0.16], [-0.65, -1.39, 2.42], [0.11, 0.58, -0.02], [0.11, 0.08, 0.10], [0.34, 0.02, 0.16], [-0.03, -1.08, 1.03], [0.56, 0.65, -0.59], [0.58, 0.69, 0.01], [0.31, 0.13, 0.02], [-0.88, -0.59, 0.31], [-0.36, 0.09, -0.54], [-0.13, 0.26, -0.02], [0.20, -0.33, 0.00], [0.56, 0.40, 0.30], [0.45, 0.70, -0.82]], "lowdin_charge": [0.7425, 0.0674, -0.5354, -0.0461, -0.0420, 0.1037, -0.1384, 0.0995, -0.0317, -0.2489, -0.0678, -0.2837, 0.0637, 0.0659, -0.3236, 0.0395, 0.0318, 0.1223, 0.1311, -0.0787, -0.3527, -0.0454, -0.1000, -0.0792, -0.0715, -0.0733, -0.1265, -0.3991, -0.0599, -0.0780, -0.1405, 0.0267, -0.2320, -0.0803, -0.1106, -0.1032, -0.0250, -0.1732, -0.0030, 0.0840, 0.1015, 0.0590, 0.1318, 0.0549, 0.0361, 0.0892, 0.1068, 0.1182, 0.1106, 0.1267, 0.0664, 0.0915, 0.0967, 0.0820, 0.0778, 0.0873, 0.1239, 0.1356, 0.1055, 0.1094, 0.8401, -0.6441, -0.1236, -0.0232, -0.0776, 0.0603, -0.1860, 0.0978, 0.1358, 0.1036, 0.0975, 0.7137, -0.6932, -0.0998, 0.0160, -0.2065, -0.3223, -0.0540, -0.0353, -0.0327, -0.1235, 0.0181, -0.1000, -0.1287, -0.1112, -0.3615, -0.9685, 0.6877, 1.0256, -0.4297, -0.1196, -0.5871, 0.7267, -0.1039, 0.1111, 0.1238, 0.1286, 0.1567, 0.1543, 0.1356, 0.1090, 0.1502, 0.1438, 0.1016, 0.0509, 0.1107, 0.0934]}